12
Properties=species:S:1:pos:R:3:forces:R:3:mulliken_charge:R:1 method="wB97M-V/def2-TZVPD" e_homo_ha="-0.2878 / -0.2708" e_above_lowest_kcal_mol=117.3 e_tot_ha=-838.4691 homo_lumo_gap_ev="6.68 / 6.49" fmax_ev_per_a=4.419 charge=0
C 0.7932 0.6595 1.0593 2.3 1.5 -3.5 0.59
C 1.8780 0.5113 0.1569 -1.0 -0.3 0.9 -0.70
C -0.0028 0.0972 2.0961 -1.8 -2.4 -0.1 -0.72
C -0.6750 -0.6067 -2.0567 0.9 1.1 1.8 -0.82
P 0.8251 1.9329 -0.1252 -0.1 -0.8 1.2 0.06
P 0.7545 -1.6172 -1.5711 0.1 -0.4 0.0 0.06
H 0.4196 -0.7233 2.7417 -0.1 1.1 -0.6 0.28
H -0.8700 -0.4058 1.4957 1.2 0.8 1.2 0.18
H -0.4112 0.9373 2.6127 -0.6 0.1 1.0 0.31
H -1.4576 -0.5282 -1.2903 -0.1 -0.4 -0.4 0.28
H -0.2534 0.3991 -2.0719 0.2 0.5 0.2 0.08
H -1.0004 -0.6561 -3.0472 -0.9 -0.8 -1.5 0.41



14
Properties=species:S:1:pos:R:3:forces:R:3:mulliken_charge:R:1 method="wB97M-V/def2-TZVPD" e_homo_ha=-0.3417 e_above_lowest_kcal_mol=36.3 e_tot_ha=-158.3451 homo_lumo_gap_ev=10.52 fmax_ev_per_a=0.631 smiles="C=C(C)C.[H][H]" charge=0
C -0.8982 -1.2059 0.3680 0.2 0.1 0.1 -0.89
C 0.0351 -0.2525 0.4547 -0.3 -0.3 -0.4 0.82
C -0.3295 1.1818 0.7285 0.1 0.1 0.4 -1.16
C 1.4710 -0.5183 0.0807 0.1 0.0 0.0 -1.18
H -0.6555 -2.2309 0.0821 0.0 0.3 0.2 0.26
H -1.9458 -0.9922 0.5733 0.2 0.0 -0.1 0.27
H -0.0007 1.5392 1.7239 0.0 -0.3 -0.4 0.32
H 0.1462 1.8293 -0.0122 0.0 0.0 0.0 0.31
H -1.4058 1.3322 0.6586 0.0 0.0 0.1 0.33
H 1.7092 -1.5869 0.0893 -0.1 0.2 0.0 0.37
H 2.1649 -0.0009 0.7541 -0.1 -0.1 -0.1 0.30
H 1.6683 -0.1406 -0.9353 -0.1 0.0 0.3 0.26
H -1.0055 0.2577 -2.0194 0.0 0.2 -0.2 -0.23
H -0.9537 0.7878 -2.5464 0.0 -0.1 0.1 0.23



83
Properties=species:S:1:pos:R:3:forces:R:3:mulliken_charge:R:1 method="wB97M-V/def2-TZVPD" e_homo_ha=-0.2991 e_tot_ha=-4624.8611 homo_lumo_gap_ev=8.05 fmax_ev_per_a=0.493 smiles="O=C(F)CC(=O)O[C@@H](F)Br.c1cc[nH]c1.c1cc[nH]c1.c1cc[nH]c1.c1cc[nH]c1.c1cc[nH]c1.c1cc[nH]c1.c1cc[nH]c1" charge=0
O -0.1223 0.3314 -0.2995 0.0 0.4 -0.3 -0.49
C -0.1874 -0.8261 -0.1062 0.1 -0.4 0.2 0.57
F -1.3676 -1.4226 0.1336 0.0 -0.1 0.0 -0.25
C 0.9409 -1.8255 -0.0629 0.0 -0.1 0.0 -0.26
C 1.6129 -1.7922 1.2990 0.0 -0.1 -0.1 0.46
O 1.8356 -0.8163 1.9298 -0.1 0.1 0.2 -0.46
O 2.0317 -3.0484 1.7139 -0.1 -0.1 -0.3 -0.30
C 1.3138 -3.6507 2.7423 0.4 0.1 0.3 0.43
F 0.1567 -2.9850 2.9370 -0.2 0.1 0.1 -0.22
Br 0.9133 -5.4767 2.2714 0.0 0.0 -0.2 -0.13
H 0.5826 -2.8324 -0.2698 0.0 0.1 0.0 0.36
H 1.6857 -1.5374 -0.8109 0.0 0.0 0.1 0.27
H 1.8956 -3.6611 3.6635 -0.1 -0.1 0.0 0.00
C 2.1565 -6.5771 6.3444 0.0 0.0 0.0 -0.07
C 2.7802 -7.2919 7.4033 0.0 0.0 0.0 -0.66
C 3.1090 -8.5303 6.9208 0.0 0.0 0.0 -0.46
N 2.7102 -8.5902 5.6132 0.0 0.0 0.0 0.02
C 2.1278 -7.4055 5.2538 0.0 0.0 0.0 -0.36
H 1.7782 -5.5684 6.3826 0.0 0.0 0.0 0.40
H 2.9659 -6.9354 8.4025 0.0 0.0 0.0 0.40
H 3.5918 -9.3677 7.3944 0.0 0.0 0.0 0.38
H 2.8256 -9.3839 5.0107 0.0 0.0 0.0 0.19
H 1.7497 -7.2348 4.2609 0.0 -0.1 0.1 0.13
C 4.0735 -3.0001 7.0988 0.0 0.0 0.0 -0.58
C 3.0277 -2.2719 7.7301 0.0 0.0 0.0 -0.49
C 2.3361 -1.6135 6.7489 0.0 0.0 0.0 -0.51
N 2.9244 -1.9159 5.5510 -0.1 0.0 -0.2 0.08
C 3.9856 -2.7579 5.7546 0.0 0.0 0.0 -0.35
H 4.8045 -3.6297 7.5775 0.0 0.0 0.0 0.44
H 2.8086 -2.2379 8.7841 0.0 0.0 0.0 0.41
H 1.4799 -0.9632 6.7997 0.0 0.0 0.0 0.40
H 2.6311 -1.5529 4.6605 0.1 0.1 0.0 0.21
H 4.5825 -3.1130 4.9315 0.0 0.0 0.0 0.41
C -2.4770 0.5472 -5.2238 -0.1 0.0 0.0 -0.84
C -2.7704 1.8298 -4.6870 0.0 0.0 0.0 -0.31
C -2.1899 1.8941 -3.4471 0.1 0.0 0.0 -0.86
N -1.5606 0.7048 -3.2136 0.0 0.0 0.0 0.29
C -1.7297 -0.1227 -4.2899 0.0 0.0 0.0 -0.38
H -2.7761 0.1642 -6.1852 0.0 0.0 0.0 0.56
H -3.3447 2.6119 -5.1552 0.0 0.0 0.0 0.45
H -2.1709 2.6800 -2.7113 0.0 0.0 0.0 0.55
H -1.0570 0.4795 -2.3740 0.0 0.1 0.0 0.18
H -1.3067 -1.1132 -4.3039 0.0 0.0 0.0 0.39
C 4.3905 3.1333 0.1222 0.0 0.0 0.0 -0.75
C 3.5305 2.1141 0.6164 0.0 0.0 0.0 -0.16
C 4.3246 1.1424 1.1640 0.1 0.0 0.0 -0.64
N 5.6282 1.5342 1.0191 0.0 0.0 0.0 0.04
C 5.6770 2.7465 0.3866 0.0 0.0 0.0 -0.42
H 4.0966 4.0465 -0.3674 0.0 0.0 0.0 0.39
H 2.4537 2.0955 0.5789 0.0 0.0 0.0 0.52
H 4.0697 0.2144 1.6441 0.0 0.0 0.0 0.46
H 6.4268 1.0131 1.3305 0.0 0.0 0.0 0.19
H 6.6166 3.2300 0.1816 0.0 0.0 0.0 0.37
C -0.6311 1.6553 -8.6301 0.0 0.0 0.0 -0.26
C -0.0848 1.3537 -9.9083 0.0 0.0 0.0 -0.57
C 0.8916 0.4124 -9.7227 0.0 0.0 0.0 -0.46
N 0.9546 0.1351 -8.3837 0.0 0.0 0.0 -0.01
C 0.0304 0.8870 -7.7100 0.1 0.0 0.0 -0.43
H -1.4186 2.3570 -8.4106 0.0 0.0 0.0 0.43
H -0.3754 1.7802 -10.8538 0.0 0.0 0.0 0.38
H 1.5414 -0.0805 -10.4253 0.0 0.0 0.0 0.37
H 1.5851 -0.5194 -7.9597 0.0 0.0 0.0 0.18
H -0.0820 0.8135 -6.6420 0.0 0.0 0.0 0.37
C -7.2234 2.6402 -0.8173 0.0 0.0 0.0 -0.72
C -5.8685 2.8600 -1.1890 0.0 0.0 0.0 0.32
C -5.4834 1.8130 -1.9844 0.0 0.0 0.0 -0.70
N -6.5545 0.9727 -2.1069 0.0 0.0 0.0 0.06
C -7.6176 1.4664 -1.4009 0.0 0.0 0.0 -0.43
H -7.8361 3.2710 -0.1952 0.0 0.0 0.0 0.40
H -5.2474 3.6906 -0.8960 0.0 0.0 0.0 0.27
H -4.5476 1.5960 -2.4713 0.0 0.0 0.0 0.23
H -6.5568 0.1205 -2.6365 0.0 0.0 0.0 0.19
H -8.5593 0.9456 -1.3743 0.0 0.0 0.0 0.38
C -3.8876 7.7444 0.2025 0.0 0.0 0.0 -0.57
C -2.5406 7.9453 -0.2067 0.0 0.0 0.0 -0.46
C -2.2011 6.8988 -1.0217 0.0 0.0 0.0 -0.41
N -3.2893 6.0756 -1.1189 0.0 0.0 0.0 0.08
C -4.3207 6.5820 -0.3769 0.0 0.0 0.0 -0.30
H -4.4704 8.3808 0.8471 0.0 0.0 0.0 0.38
H -1.8965 8.7645 0.0659 0.0 0.0 0.0 0.39
H -1.2839 6.6728 -1.5378 0.0 0.0 0.0 0.37
H -3.3281 5.2278 -1.6544 0.0 0.0 0.0 0.18
H -5.2700 6.0763 -0.3307 0.0 0.0 0.0 0.35



13
Properties=species:S:1:pos:R:3:forces:R:3:mulliken_charge:R:1 method="wB97M-V/def2-TZVPD" e_homo_ha="-0.5569 / -0.5569" e_above_lowest_kcal_mol=39.9 e_tot_ha=-783.2682 homo_lumo_gap_ev="8.84 / 8.84" fmax_ev_per_a=4.593 charge=+1
C -1.3333 -0.8118 -0.4938 -0.6 -0.8 -0.9 -0.24
C -1.7954 0.4645 -0.5199 1.3 0.3 0.9 -0.30
C -0.0532 -1.1166 -0.0523 0.6 -0.3 0.5 -0.34
C -1.0731 1.5306 -0.0703 0.8 -2.8 -0.3 -0.31
C 0.5713 0.0224 0.3095 -2.1 4.1 -0.4 0.63
N 0.1388 1.1880 0.3205 3.4 -2.2 0.8 -0.27
O 2.7255 -0.6283 0.7497 -1.2 -0.4 -4.0 -0.45
Cl 3.8369 0.1368 -0.3348 -0.7 -0.4 0.7 0.13
H -2.0449 -1.5192 -0.9184 0.6 -0.6 0.5 0.39
H -2.7647 0.7027 -0.6577 -3.2 0.2 -1.2 0.44
H 0.3717 -2.0474 0.1387 0.4 -1.6 -0.3 0.49
H -1.5573 2.4170 -0.0477 -0.4 3.3 0.5 0.45
H 2.9776 -0.3385 1.5765 1.1 1.2 3.3 0.38



86
Properties=species:S:1:pos:R:3:forces:R:3:mulliken_spin:R:1 method="wB97M-V/def2-TZVPD" multiplicity=5 e_homo_ha="-0.4995 / -0.5036" s_squared=6.06 e_tot_ha=-3169.1951 homo_lumo_gap_ev="7.65 / 3.60" fmax_ev_per_a=4.642 charge=+2
Pt -0.0160 -0.1327 0.0643 0.2 0.5 -0.5 0.95
O 1.0165 -1.8339 -1.7173 -0.1 0.2 -0.1 0.11
C 0.1567 -2.7716 -2.2493 -0.6 -0.5 0.0 -0.01
C 0.3757 -3.4240 -3.4583 0.1 0.3 0.2 0.01
C -0.5312 -4.3691 -3.9035 0.0 0.0 0.2 0.00
C -1.6567 -4.6716 -3.1528 -0.2 0.0 0.1 0.00
C -1.9295 -3.9608 -1.9962 0.1 0.0 -0.2 0.00
C -1.0362 -2.9944 -1.5463 0.5 0.3 0.4 -0.06
P -1.5553 -1.8598 -0.2124 -0.1 -0.5 -0.4 0.34
C -1.9079 -2.7387 1.3098 0.0 0.1 0.0 0.04
C -2.7495 -2.1376 2.2523 0.1 -0.1 -0.2 0.02
C -2.9460 -2.7458 3.4759 0.1 0.0 0.1 -0.01
C -2.2874 -3.9313 3.7791 0.0 0.0 -0.1 0.02
C -1.4428 -4.5217 2.8475 0.0 0.0 0.2 -0.01
C -1.2417 -3.9264 1.6178 -0.1 0.2 -0.3 0.02
C -3.0471 -1.1168 -0.9089 0.1 0.2 0.2 -0.02
C -2.8621 -0.0406 -1.7805 0.1 -0.1 0.2 0.01
C -3.9491 0.5035 -2.4366 0.0 0.0 -0.1 0.00
C -5.2162 -0.0206 -2.2252 0.0 -0.1 0.1 0.01
C -5.4015 -1.0764 -1.3424 0.0 0.0 0.0 0.00
C -4.3212 -1.6299 -0.6762 0.2 0.0 0.0 0.01
C 2.3861 -1.9511 -1.7408 0.7 0.1 0.1 0.02
C 3.0785 -3.0905 -2.1395 -0.4 0.0 0.1 0.01
C 4.4621 -3.0770 -2.1711 -0.1 0.2 0.1 0.00
C 5.1684 -1.9441 -1.7979 0.1 0.1 0.1 0.00
C 4.4899 -0.8430 -1.3052 0.0 -0.2 -0.1 0.01
C 3.1002 -0.8418 -1.2595 -0.8 0.0 -0.1 -0.07
P 2.2343 0.5156 -0.4048 0.5 -0.5 0.0 0.43
C 2.5591 2.0556 -1.2730 -0.2 -0.1 0.1 0.03
C 2.2686 3.2644 -0.6304 0.0 -0.2 -0.1 0.01
C 2.4974 4.4608 -1.2804 0.0 0.0 0.0 -0.01
C 3.0068 4.4614 -2.5744 0.0 -0.2 0.0 0.02
C 3.2757 3.2622 -3.2217 0.0 0.2 0.0 -0.01
C 3.0357 2.0586 -2.5860 0.0 -0.2 0.3 0.03
C 3.0039 0.5325 1.2349 -0.2 0.2 0.0 -0.04
C 4.0364 1.4021 1.5815 -0.2 -0.1 -0.2 0.02
C 4.5954 1.3212 2.8459 0.1 0.0 0.1 0.00
C 4.1280 0.3901 3.7632 0.0 0.1 -0.1 0.01
C 3.0958 -0.4757 3.4216 0.1 0.1 0.1 0.01
C 2.5374 -0.4084 2.1601 -0.2 0.0 -0.2 0.05
H 1.2351 -3.1759 -4.0590 0.1 0.0 0.0 0.00
H -0.3547 -4.8684 -4.8435 0.0 -0.1 -0.1 0.00
H -2.3398 -5.4340 -3.4910 -0.1 -0.1 0.0 0.00
H -2.8396 -4.1410 -1.4417 -0.1 0.0 0.0 0.00
H -3.2377 -1.2017 2.0194 -0.1 0.0 0.0 0.00
H -3.6022 -2.2926 4.2025 -0.1 0.0 0.1 0.00
H -2.4260 -4.3893 4.7466 0.0 -0.1 0.1 0.00
H -0.9349 -5.4422 3.0881 0.0 -0.1 0.0 0.00
H -0.5826 -4.3764 0.8888 0.0 -0.1 0.0 0.00
H -1.8670 0.3755 -1.9303 -0.2 0.0 -0.1 0.01
H -3.8034 1.3316 -3.1112 0.0 0.1 -0.1 0.00
H -6.0646 0.3925 -2.7483 -0.1 0.1 0.0 0.00
H -6.3867 -1.4809 -1.1777 -0.2 0.0 0.0 0.00
H -4.4589 -2.4540 0.0103 -0.1 0.0 0.0 0.00
H 2.5424 -3.9909 -2.3992 0.0 0.0 -0.1 0.00
H 4.9856 -3.9691 -2.4767 0.1 -0.1 -0.1 0.00
H 6.2444 -1.9337 -1.8508 0.1 0.0 0.0 0.00
H 5.0346 0.0147 -0.9378 0.1 0.1 0.0 0.00
H 1.8676 3.2540 0.3741 0.0 0.1 0.1 0.01
H 2.2769 5.3952 -0.7864 0.0 0.1 0.0 0.00
H 3.1817 5.3980 -3.0815 0.0 0.1 0.0 0.00
H 3.6694 3.2665 -4.2268 0.0 0.0 -0.1 0.00
H 3.2313 1.1261 -3.0954 0.1 -0.1 0.0 0.00
H 4.4044 2.1254 0.8669 0.0 0.1 0.0 0.00
H 5.3999 1.9899 3.1141 0.0 0.0 0.0 0.00
H 4.5651 0.3425 4.7485 0.0 0.0 0.1 0.00
H 2.7275 -1.1889 4.1444 0.0 -0.1 0.0 0.00
H 1.7273 -1.0847 1.8835 0.2 0.0 0.1 0.00
O 0.1008 1.5170 3.8824 1.3 1.0 2.3 0.75
C -0.5053 1.2916 2.8667 -2.3 -1.2 -3.8 0.05
O -0.6821 0.2411 2.2174 0.3 0.2 0.7 0.13
C -1.2683 2.5329 2.2567 0.7 -0.5 1.3 0.10
C -1.9422 3.3754 3.0954 0.1 0.2 0.4 -0.01
C -2.6026 4.4894 2.5764 0.5 -0.9 -0.5 0.18
C -2.6097 4.7314 1.2077 -0.2 0.2 -0.5 -0.04
C -1.9717 3.8487 0.3706 -0.1 -0.1 0.5 0.14
C -1.2220 2.7128 0.8408 0.1 0.3 -0.5 0.21
O -0.5305 2.0531 0.0208 0.1 -0.2 0.5 0.46
N -1.9710 4.0533 -1.0768 -0.1 0.1 0.0 -0.01
O -1.8294 5.1872 -1.4465 0.1 0.6 -0.2 0.02
O -2.1061 3.0760 -1.7688 -0.2 -0.3 -0.2 0.01
N -3.2892 5.3867 3.5079 -0.2 0.0 -0.3 -0.02
O -3.2150 5.1052 4.6739 0.1 -0.1 0.6 0.02
O -3.8853 6.3031 3.0082 -0.2 0.5 -0.1 0.02
H -1.9468 3.2261 4.1673 0.0 0.0 0.0 0.00
H -3.1324 5.5923 0.8066 0.1 0.0 0.0 0.00